Entry 1:
The following is a DFT calculation (wB97M-V/def2-TZVPD) of a 2-piece molecular cluster, CH5O2 overall.

Atoms and positions in Å:
O (-3.0901, 1.2775, 2.4778)
O (-0.1611, 4.9509, 1.4052)
C (-0.1859, 3.8825, 2.3363)
H (-3.6873, 1.5882, 1.7481)
H (0.6677, 5.4179, 1.5937)
H (-1.0968, 3.3232, 2.1601)
H (-0.1576, 4.2059, 3.3767)
H (0.6685, 3.2101, 2.2593)

Results
frontier orbital gap (spin up / spin down): 11.26 / 8.20 eV
spin multiplicity: 2
relative energy (zero: lowest compared OMol25 entry of this formula, charge and spin): 21.6 kcal/mol
<S²>: 0.753
HOMO energy (spin up / spin down): -10.33 / -10.33 eV
DFT total energy: -191.45903 hartree

natural (NBO) population analysis, charges in e, atoms 1 to 6:
1. O -0.4105
2. O -0.7123
3. C -0.2524
4. H 0.4118
5. H 0.4598
6. H 0.1901

Entry 2:
The following is a DFT calculation (wB97M-V/def2-TZVPD) of C19H24CaN3O7S3 as an isolated structure.

Atoms and positions in Å:
Ca (-2.1561, -0.7619, -1.0837)
S (-4.7124, -1.7299, -1.0880)
S (0.4356, -1.3524, -1.3736)
S (2.5707, 3.3473, -4.9765)
O (3.6762, 3.4262, -4.0367)
O (-4.3201, -0.3809, -1.6028)
O (-5.7780, -2.3696, -1.7918)
O (-3.4561, -2.5248, -0.9799)
O (-1.6397, -0.2902, 0.9540)
O (2.6731, 2.2790, -5.9553)
O (2.1686, 4.6245, -5.5327)
N (0.5488, -0.9482, 1.4049)
N (2.4138, -0.5957, 0.1923)
N (-2.0492, 1.6516, -1.5133)
C (-5.2407, -1.4627, 0.5413)
C (1.1869, 3.1222, -2.5879)
C (-0.6992, -0.6946, 1.7114)
C (-0.9882, 2.1306, -2.3630)
C (-0.9984, 1.8555, -3.7199)
C (3.1316, -0.3790, 1.4654)
C (3.9277, -1.7234, -1.4614)
C (3.4852, -1.6614, 2.1960)
C (-1.0409, -0.8139, 3.1764)
C (0.0828, 2.2170, -4.5117)
C (1.1229, -0.9357, 0.1573)
C (1.1940, 2.8504, -3.9543)
C (0.1010, 2.7682, -1.7998)
C (-0.0272, -0.9226, 4.1224)
C (-2.6752, -0.9012, 4.9478)
C (3.2205, -0.4494, -1.0418)
C (-2.3645, -0.7970, 3.5951)
C (-1.6577, -1.0094, 5.8891)
C (-0.3311, -1.0173, 5.4732)
H (2.5674, -0.0903, -1.8308)
H (3.9909, -1.4221, 3.1363)
H (2.5864, -2.2334, 2.4238)
H (-3.1453, -0.6984, 2.8531)
H (2.5406, 0.2768, 2.1012)
H (0.4692, -1.0938, 6.1993)
H (0.1196, 2.9686, -0.7333)
H (4.1550, -2.2855, 1.6003)
H (4.5180, -1.5298, -2.3598)
H (4.0373, 0.1625, 1.1989)
H (0.0824, 1.9895, -5.5710)
H (-6.1472, -0.8595, 0.5016)
H (3.9405, 0.3416, -0.8411)
H (-5.4440, -2.4306, 0.9983)
H (0.9975, -0.9304, 3.7749)
H (-1.8932, -1.0834, 6.9439)
H (3.2112, -2.5128, -1.6927)
H (-2.9767, 1.7403, -1.9140)
H (-4.4644, -0.9383, 1.0996)
H (-3.7097, -0.8945, 5.2696)
H (2.0535, 3.6033, -2.1514)
H (4.6021, -2.0878, -0.6814)
H (-1.8456, 1.3461, -4.1671)
H (-2.0503, 2.1108, -0.6106)

Results
frontier orbital gap: 7.38 eV
spin multiplicity: 1
net charge: -1
relative energy (zero: lowest compared OMol25 entry of this formula, charge and spin): 5.3 kcal/mol
HOMO energy: -5.43 eV
DFT total energy: -3301.83055 hartree

natural (NBO) population analysis, charges in e, atoms 1 to 6:
1. Ca 1.7711
2. S 2.3842
3. S -0.4591
4. S 2.4266
5. O -1.0309
6. O -1.0960

Entry 3:
The following is a DFT calculation (wB97M-V/def2-TZVPD) of a 2-piece molecular cluster, C4H12N3 overall.

Atoms and positions in Å:
N (0.0715, -2.1627, -0.2609)
N (-0.5366, -1.1265, -0.7092)
N (-0.0164, -0.3939, 1.9197)
C (0.2189, -0.2302, -1.5792)
C (-0.7658, 0.1595, 1.0206)
C (-1.6392, 1.2931, 1.0167)
C (1.2776, 0.6367, -0.9820)
H (-1.7030, 2.0906, 1.9003)
H (-0.5546, 0.3391, -2.0835)
H (-0.1253, 0.0398, 2.8855)
H (-0.5525, -2.8420, -0.0225)
H (1.9751, -0.0065, -0.4728)
H (0.6339, -0.9586, -2.2265)
H (1.7988, 1.1854, -1.6913)
H (-2.6262, 1.1027, 0.8293)
H (0.8172, -0.9328, 1.6738)
H (-1.1838, 1.9402, 0.3277)
H (0.7160, 1.3343, -0.3721)
H (1.0352, -2.3067, -0.1883)

Results
frontier orbital gap: 8.98 eV
spin multiplicity: 1
net charge: +1
relative energy (zero: lowest compared OMol25 entry of this formula, charge and spin): 130.7 kcal/mol
HOMO energy: -12.83 eV
DFT total energy: -323.47003 hartree

natural (NBO) population analysis, charges in e, atoms 1 to 6:
1. N -0.5381
2. N -0.0678
3. N -0.7145
4. C -0.2612
5. C 0.4555
6. C -0.7665

Entry 4:
The following is a DFT calculation (wB97M-V/def2-TZVPD) of C9H18Cl2RhS as an isolated structure.

Atoms and positions in Å:
Rh (0.0000, 0.0000, 0.0000)
Cl (-0.7975, -1.8741, 1.0535)
Cl (-0.0061, 2.2754, 0.3145)
S (2.2815, -0.3430, 0.5440)
C (-0.3150, -0.2567, -1.7718)
C (-2.2827, 1.2769, -2.3803)
C (-3.5316, 1.5232, -1.5220)
C (-1.7148, -0.1586, -2.3048)
C (-3.2151, 2.0482, -0.1106)
C (-2.6693, 0.9894, 0.7983)
C (2.7543, -0.7554, -1.1739)
C (-2.3353, 1.1750, 2.0764)
C (3.9722, -0.5562, 1.1914)
H (2.5838, 0.1227, -1.8282)
H (-1.9407, 0.3683, 2.6877)
H (-2.5240, 1.4787, -3.4309)
H (-2.4627, 2.8442, -0.2055)
H (-2.5420, 0.0044, 0.3481)
H (-1.4950, 1.9893, -2.0975)
H (-4.1186, 2.4909, 0.3297)
H (3.9392, -0.3486, 2.2814)
H (-4.1757, 2.2506, -2.0313)
H (2.2210, -1.6740, -1.4963)
H (3.8341, -0.9920, -1.2682)
H (-1.6952, -0.5779, -3.3248)
H (-4.1083, 0.5926, -1.4398)
H (4.6633, 0.1903, 0.7488)
H (0.4477, -0.5314, -2.5160)
H (-2.3960, -0.7967, -1.7259)
H (-2.4423, 2.1463, 2.5561)
H (4.3107, -1.6069, 1.0795)

Results
frontier orbital gap (spin up / spin down): 4.98 / 7.16 eV
spin multiplicity: 5
net charge: -1
relative energy (zero: lowest compared OMol25 entry of this formula, charge and spin): 0.0 kcal/mol
<S²>: 6.012
HOMO energy (spin up / spin down): -2.25 / -4.64 eV
DFT total energy: -1782.72308 hartree

natural (NBO) population analysis, charges in e, atoms 1 to 6:
1. Rh 0.8036
2. Cl -0.6678
3. Cl -0.6614
4. S 0.2360
5. C -0.5042
6. C -0.4185

Entry 5:
The following is a DFT calculation (wB97M-V/def2-TZVPD) of C40H27AuF15GeN4S3 as an isolated structure.

Atoms and positions in Å:
Au (0.3199, 0.2228, 0.1095)
Ge (-1.0587, 0.5120, -4.4027)
S (-1.6816, -0.7714, -1.2467)
S (2.1312, 2.2632, -1.4118)
S (1.2800, -0.2404, -2.9258)
F (2.0811, -0.3565, -8.6570)
F (-0.6336, 3.2279, -2.9198)
F (-5.5007, -2.4191, -5.4485)
F (-2.9874, -1.7341, -5.9928)
F (-5.7778, 1.0050, -2.2303)
F (1.9450, -3.0460, -8.3345)
F (-0.9059, -2.4734, -4.6664)
F (-1.0425, 5.7653, -3.6944)
F (-2.4846, 4.2495, -7.9084)
F (-2.0969, 1.7038, -7.1305)
F (-3.2523, 1.7047, -2.7625)
F (-1.9582, 6.2865, -6.1986)
F (-6.9230, -1.0755, -3.5664)
F (0.4445, -4.1016, -6.3301)
F (0.7463, 1.2720, -7.0123)
N (-1.5558, 2.1256, 0.2819)
N (-3.4616, 0.7456, 0.2546)
N (0.8374, -0.2911, 2.2793)
N (-3.9779, -1.3455, 0.0409)
C (1.3276, -0.8719, -7.6847)
C (3.6193, 2.0223, 2.6339)
C (2.9772, 1.2957, 4.8683)
C (-3.6183, -1.0450, -5.0349)
C (-1.2865, 2.3834, -5.0203)
C (-3.0338, -0.4328, -0.2962)
C (1.7733, 0.4283, 2.9264)
C (0.6127, -0.0493, -6.8300)
C (0.2955, -1.9204, 4.2309)
C (-4.6540, 0.5362, 0.9376)
C (-5.0778, 0.3271, -3.1514)
C (-3.7007, 3.1294, -0.0513)
C (-2.0079, 3.9869, -6.6907)
C (-0.0163, -1.3603, 2.8377)
C (-3.9165, -2.7464, -0.3351)
C (-2.9892, -0.0138, -4.3603)
C (4.4894, 2.8459, 1.7240)
C (-1.0062, 3.3399, 0.2203)
C (-1.7468, 4.4957, 0.0499)
C (-3.7704, 0.6624, -3.4397)
C (-1.2702, 4.7613, -4.5463)
C (1.2644, -2.2437, -7.5200)
C (-0.1852, -0.5476, -5.8174)
C (-1.7423, 5.0295, -5.8184)
C (-1.7854, 2.6868, -6.2740)
C (3.1684, 1.3517, 6.3613)
C (1.9901, 0.4954, 4.3328)
C (-4.9683, -0.7625, 0.8057)
C (1.3960, 0.8426, -1.6817)
C (-0.1957, -1.9240, -5.6656)
C (2.6239, 1.2265, 2.1110)
C (3.7902, 2.0503, 4.0179)
C (-3.1203, 4.3832, -0.0948)
C (-1.0542, 3.4465, -4.1714)
C (-4.9314, -1.4150, -4.7799)
C (-1.4506, -0.8197, 2.8436)
C (0.4978, -2.7799, -6.4986)
C (-2.8651, 2.0395, 0.1540)
C (-5.6624, -0.7304, -3.8260)
C (0.0964, -2.5341, 1.8538)
H (-3.5907, -2.8254, -1.3697)
H (-0.2932, -2.8303, 4.3503)
H (4.8568, 2.2495, 0.8894)
H (4.5685, 2.6728, 4.4451)
H (1.3454, -2.1905, 4.3449)
H (2.2532, 1.6720, 6.8610)
H (-1.2508, 5.4545, 0.0028)
H (1.1134, -2.9288, 1.8463)
H (-3.7337, 5.2582, -0.2645)
H (-3.2052, -3.2795, 0.2953)
H (0.0749, 3.3690, 0.2825)
H (3.4343, 0.3709, 6.7580)
H (-5.1515, 1.3278, 1.4654)
H (-1.5304, 0.0544, 3.4926)
H (5.3434, 3.2554, 2.2622)
H (-0.5805, -3.3323, 2.1645)
H (-1.7557, -0.5306, 1.8385)
H (-0.0022, -1.2497, 5.0346)
H (-5.8059, -1.3219, 1.1797)
H (-2.1304, -1.5902, 3.2126)
H (3.9604, 2.0483, 6.6319)
H (3.9249, 3.6767, 1.2975)
H (-4.9098, -3.1740, -0.2234)
H (-0.1637, -2.2354, 0.8384)
H (-4.7594, 2.9908, -0.2186)
H (2.4885, 1.1820, 1.0393)
H (1.3663, -0.0473, 5.0190)

Results
frontier orbital gap (spin up / spin down): 6.70 / 5.80 eV
spin multiplicity: 4
relative energy (zero: lowest compared OMol25 entry of this formula, charge and spin): 0.0 kcal/mol
<S²>: 3.815
HOMO energy (spin up / spin down): -6.45 / -7.61 eV
DFT total energy: -6664.49251 hartree

Mulliken population analysis, charges in e, atoms 1 to 6:
1. Au 0.7049
2. Ge 1.1131
3. S -0.2635
4. S -0.2668
5. S -0.1862
6. F -0.3037

Entry 6:
The following is a DFT calculation (wB97M-V/def2-TZVPD) of one molecule with the formula C10H14N5O5P.

Atoms and positions in Å:
P (-0.5966, -1.0911, 2.5211)
O (0.9212, -1.3447, 2.5241)
O (-0.9220, -1.6389, 3.8378)
O (4.7024, -0.8823, 0.0452)
O (-1.1511, -2.0392, 1.3349)
O (-0.9072, 1.1768, 1.0578)
N (0.4493, 0.2782, -1.0672)
N (-2.5453, 1.9753, -1.9580)
N (0.8916, -2.1020, -0.7737)
N (3.1947, -2.6165, -0.3275)
N (2.5265, 1.0397, -0.5854)
C (1.2278, -0.8200, -0.8680)
C (2.4708, -0.3586, -0.6076)
C (-1.4047, 1.1818, -2.4110)
C (-1.7836, 0.8720, -0.0018)
C (-1.1656, 0.6040, 2.3472)
C (3.4572, -1.3114, -0.2978)
C (-1.0211, 0.3123, -1.2384)
C (1.9046, -2.9667, -0.5159)
C (-2.4268, 2.1272, -0.5025)
C (1.2774, 1.3639, -0.8482)
H (-0.5772, 1.7950, -2.7380)
H (4.6774, 0.0930, -0.0369)
H (-1.8287, 2.9962, -0.2540)
H (-2.2166, 0.6748, 2.5809)
H (-1.7256, 0.5157, -3.2154)
H (-2.5733, 0.1933, 0.3163)
H (-1.3930, -0.7088, -1.4243)
H (-0.6414, 1.1481, 3.1162)
H (-3.3846, 2.2239, -0.0172)
H (0.9538, -2.0093, 3.2483)
H (1.7322, -4.0437, -0.5390)
H (-2.6180, 2.8818, -2.4561)
H (0.9635, 2.4266, -0.9230)
H (-0.4681, -1.9462, 0.6773)

Results
frontier orbital gap: 9.83 eV
spin multiplicity: 1
SMILES string: O=P(O)(O)CO[C@H]1CNC[C@H]1n1cnc2c(O)ncnc21
relative energy (zero: lowest compared OMol25 entry of this formula, charge and spin): 0.0 kcal/mol
HOMO energy: -9.39 eV
DFT total energy: -1380.88187 hartree

natural (NBO) population analysis, charges in e, atoms 1 to 6:
1. P 2.3069
2. O -1.0089
3. O -1.1353
4. O -0.6316
5. O -0.9730
6. O -0.5402